ORCA calculation (ωB97M-V with the def2-TZVPD basis set) on C14H28F7InN5O8S2 as an isolated structure.

Total charge: 0
Gap between HOMO and LUMO (spin up / spin down) in Eh: 0.34258 / 0.19158
2S+1: 2

Last column: Mulliken charge in e.
Cartesian coordinates (Å):
In -2.63 21.12 25.58  1.39
C -7.52 19.13 25.94  0.64
F -8.58 19.62 25.29  -0.22
F -8.11 18.47 26.95  -0.20
F -6.78 18.25 25.18  -0.20
S -6.40 20.61 26.45  0.89
O -6.09 21.20 25.14  -0.59
O -7.21 21.37 27.33  -0.54
N -4.89 19.85 27.01  -0.17
S -5.23 19.41 28.49  0.77
O -4.37 20.06 29.50  -0.61
O -6.63 19.35 28.92  -0.59
C -4.69 17.53 28.40  0.62
F -3.56 17.42 27.73  -0.23
F -4.51 17.08 29.55  -0.22
F -5.62 16.80 27.69  -0.26
F -2.02 21.96 22.82  -0.58
C 0.30 22.22 29.84  -1.11
C -0.15 22.41 28.41  0.78
O -1.28 22.04 28.09  -0.47
N 0.59 23.17 27.59  0.04
C 2.06 23.58 27.62  -0.86
H 1.35 22.35 30.09  0.35
H 0.14 21.25 30.31  0.24
H -0.29 22.86 30.50  0.30
H -0.03 23.49 26.86  -0.04
H 2.46 23.41 26.62  0.29
H 2.58 23.12 28.46  0.30
H 2.16 24.66 27.76  0.31
C 0.57 17.59 26.73  -1.40
C -0.45 18.24 27.61  0.75
O -1.15 19.15 27.21  -0.47
N -0.52 17.82 28.86  -0.14
C -1.28 18.39 29.91  -0.46
H 1.19 18.29 26.17  0.27
H 0.03 16.86 26.13  0.34
H 1.17 16.81 27.19  0.40
H -0.08 16.92 28.99  0.19
H -0.73 18.10 30.81  0.34
H -2.28 17.96 29.79  0.03
H -1.33 19.47 29.84  0.08
C -2.37 25.74 26.83  -1.18
C -1.73 25.17 25.58  0.68
O -1.65 23.95 25.47  -0.66
N -1.29 26.04 24.70  -0.19
C -0.68 25.66 23.39  -0.74
H -3.09 25.03 27.25  0.27
H -2.89 26.65 26.52  0.47
H -1.68 26.00 27.63  0.28
H -1.38 26.99 25.04  0.19
H -1.44 24.96 23.05  0.26
H 0.28 25.16 23.51  0.24
H -0.51 26.45 22.66  0.33
C -5.49 18.25 22.16  -1.10
C -4.43 19.36 22.42  0.52
O -4.07 19.56 23.54  -0.45
N -3.94 20.11 21.44  0.00
C -4.36 20.07 20.01  -1.03
H -5.55 17.68 21.24  0.39
H -6.46 18.72 22.27  0.33
H -5.46 17.67 23.09  0.26
H -3.24 20.74 21.79  0.17
H -4.29 21.07 19.58  0.32
H -5.34 19.72 19.70  0.33
H -3.53 19.52 19.56  0.36

ORCA calculation (ωB97M-V with the def2-TZVPD basis set) on a 4-piece molecular cluster, C14H28FN4O overall.

Total charge: +1
Gap between HOMO and LUMO in Eh: 0.41374

Last column: Mulliken charge in e.
Cartesian coordinates (Å):
C -0.83 0.43 -3.54  -0.82
C -0.23 -1.03 -3.74  -0.46
C 1.05 -1.37 -2.86  -0.86
C 1.08 -0.69 -1.44  -0.21
O 0.05 -1.30 -0.61  -0.12
N 0.16 -0.90 0.69  0.11
C -0.21 -2.09 1.56  -0.61
C -1.69 -2.61 1.32  -0.73
C -0.67 0.30 1.05  -0.55
C 0.10 1.68 0.95  -0.07
F -0.70 2.63 1.66  -0.34
H -0.97 0.74 -2.47  0.08
H -0.25 1.17 -4.17  0.27
H -1.88 0.41 -3.99  0.35
H -1.05 -1.81 -3.66  0.32
H 0.11 -1.08 -4.83  0.31
H 1.99 -1.19 -3.46  0.38
H 1.03 -2.49 -2.67  0.30
H 2.14 -0.83 -1.02  0.38
H 0.91 0.44 -1.48  0.06
H 1.16 -0.71 0.90  0.45
H 0.50 -2.92 1.27  0.38
H 0.01 -1.87 2.66  0.46
H -1.68 -3.31 0.43  0.35
H -2.04 -3.14 2.26  0.35
H -2.45 -1.80 1.12  0.06
H -1.57 0.28 0.37  0.25
H -1.06 0.16 2.10  0.41
H 0.13 2.07 -0.11  0.16
H 1.10 1.68 1.46  0.21
C 3.11 3.02 -0.89  -0.82
C 3.53 1.60 -0.84  0.59
N 3.87 0.48 -0.81  -0.57
H 3.86 3.65 -0.40  0.41
H 3.01 3.34 -1.93  0.35
H 2.16 3.15 -0.39  0.17
C 3.21 3.02 4.18  -0.78
C 3.66 3.50 2.84  0.35
N 4.02 3.87 1.80  -0.41
H 3.21 3.85 4.89  0.30
H 2.20 2.62 4.11  0.23
H 3.88 2.24 4.54  0.28
C -5.81 -2.05 0.51  -0.69
C -5.36 -3.47 0.56  0.34
N -5.01 -4.58 0.59  -0.38
H -5.07 -1.41 1.00  0.19
H -5.94 -1.74 -0.52  0.26
H -6.76 -1.95 1.04  0.30